Record 1
Here is a structure of composition C11H9Cl4N2O3OsS from OMol25. Energies are from ωB97M-V with the def2-TZVPD basis set.

Computed properties:
HOMO-LUMO gap (spin up / spin down): 5.526 / 6.477 eV
E_HOMO (spin up / spin down): -11.3589 / -11.6080 eV
molecular weight: 581.31 g mol⁻¹
energy relative to the best compared isomer or geometry (same formula, charge and spin): 1.0 kcal per mole
total charge: +1

```
31
C11H9Cl4N2O3OsS (ωB97M-V with the def2-TZVPD basis set)
Os -0.634 0.011 1.095
Cl 3.708 -4.591 3.607
C 2.537 -3.789 2.656
C 1.975 -4.458 1.531
Cl 2.481 -6.048 1.153
C 1.030 -3.836 0.745
Cl 0.308 -4.573 -0.620
C 0.649 -2.533 1.091
O -0.260 -1.798 0.484
C 1.203 -1.875 2.180
O 0.729 -0.659 2.355
C 2.155 -2.504 2.990
Cl 2.797 -1.655 4.329
S -0.810 1.772 2.131
C -1.091 1.933 -1.155
N -0.129 2.686 -1.645
C -0.546 4.094 -1.746
C -2.035 4.029 -1.325
N -2.194 2.614 -0.963
H 0.812 2.359 -1.791
H -0.417 4.457 -2.763
H 0.047 4.708 -1.071
H -2.708 4.285 -2.140
H -2.252 4.668 -0.472
H -3.034 2.176 -0.614
C -0.414 -0.336 -2.021
C -1.012 0.465 -0.889
O -2.085 0.008 -0.219
H -0.907 -0.073 -2.960
H -0.558 -1.394 -1.829
H 0.654 -0.143 -2.124
```

Mulliken population analysis, charges in e, atoms 1 to 5:
1 Os 0.9530
2 Cl -0.1340
3 C 0.4365
4 C 0.4162
5 Cl -0.1428

Record 2
Here is the molecule C11H9F2NO from OMol25. Energies are from ωB97M-V with the def2-TZVPD basis set.

Computed properties:
HOMO-LUMO gap (spin up / spin down): 5.749 / 6.556 eV
E_HOMO (spin up / spin down): -5.2920 / -9.1115 eV
molecular weight: 209.19 g mol⁻¹
2S+1: 3
total charge: 0

```
24
C11H9F2NO (ωB97M-V with the def2-TZVPD basis set)
C 1.128 0.218 -0.911
C 0.376 -1.824 0.080
C 2.369 0.189 -0.129
C 1.503 -1.757 0.949
C 0.130 -0.777 -0.823
C 2.457 -0.780 0.798
C -1.361 2.143 -0.309
C -1.498 1.244 0.783
C -1.341 1.669 -1.551
C -2.381 0.218 0.795
C -1.111 -0.648 -1.581
N -1.679 0.386 -1.959
O 3.558 -0.804 1.696
F -2.486 -0.622 1.863
F -1.742 -1.842 -1.840
H 1.051 0.959 -1.715
H -0.436 -2.364 0.430
H 2.913 1.109 -0.118
H 1.776 -2.505 1.661
H -1.427 3.182 -0.198
H -0.753 1.325 1.642
H -1.279 2.430 -2.297
H -3.133 -0.154 0.098
H 3.367 -0.994 2.637
```

Mulliken population analysis, charges in e, atoms 1 to 5:
1 C -0.4080
2 C -0.6323
3 C -0.7378
4 C -0.5813
5 C 0.8473

Record 3
Here is a structure of composition C11H9F6IN4O4PdS3 from OMol25. Energies are from ωB97M-V with the def2-TZVPD basis set.

Computed properties:
HOMO-LUMO gap (spin up / spin down): 7.771 / 6.701 eV
E_HOMO (spin up / spin down): -8.2298 / -8.4906 eV
molecular weight: 704.73 g mol⁻¹
2S+1: 3
energy relative to the best compared isomer or geometry (same formula, charge and spin): 0.0 kcal per mole
total charge: 0

```
39
C11H9F6IN4O4PdS3 (ωB97M-V with the def2-TZVPD basis set)
Pd 0.040 0.047 1.172
C -2.716 -0.314 4.880
N -2.814 -1.101 3.663
C -3.985 -1.445 3.018
C -3.649 -2.022 1.853
N -2.261 -2.032 1.790
C -1.755 -1.433 2.909
S -0.127 -1.126 3.296
C -1.535 -2.534 0.683
C -1.991 -3.670 0.036
C -1.300 -4.109 -1.079
C -0.172 -3.420 -1.491
C 0.226 -2.312 -0.770
N -0.450 -1.871 0.295
H -3.719 -0.175 5.275
H -2.271 0.651 4.640
H -2.099 -0.830 5.611
H -4.949 -1.222 3.436
H -4.260 -2.375 1.043
H -2.853 -4.201 0.412
H -1.636 -4.990 -1.610
H 0.401 -3.730 -2.352
H 1.111 -1.744 -1.025
F -4.969 2.299 1.590
C -4.541 1.692 0.487
F -4.874 2.415 -0.565
F -5.146 0.505 0.403
S -2.707 1.405 0.591
O -2.436 0.239 -0.211
O -2.411 1.239 1.994
N -2.199 2.747 -0.011
S -0.691 2.981 -0.384
O -0.573 3.998 -1.369
O 0.073 1.756 -0.549
C 0.030 3.698 1.164
F 0.116 2.743 2.109
F 1.250 4.153 0.918
F -0.720 4.684 1.639
I 2.718 -0.306 1.127
```

Mulliken population analysis, charges in e, atoms 1 to 5:
1 Pd 0.7186
2 C -0.8702
3 N 0.2061
4 C -0.5306
5 C -0.5486

Record 4
Here is a structure of composition C12H10BrCl3MnO2 from OMol25. Energies are from ωB97M-V with the def2-TZVPD basis set.

Computed properties:
HOMO-LUMO gap (spin up / spin down): 3.140 / 3.357 eV
E_HOMO (spin up / spin down): 1.1914 / 0.9693 eV
molecular weight: 427.41 g mol⁻¹
2S+1: 6
total charge: -2

```
29
C12H10BrCl3MnO2 (ωB97M-V with the def2-TZVPD basis set)
C -2.100 -0.549 0.014
C -1.948 -1.027 1.388
C -1.950 0.095 2.260
H -1.951 -2.077 1.694
C -1.904 1.269 1.495
C -1.981 0.924 0.090
H -2.158 1.599 -0.758
H -2.443 -1.146 -0.837
H -2.017 0.011 3.320
H -1.868 2.288 1.893
Mn -0.092 -0.003 0.447
Br 0.758 -0.903 -1.494
C 2.266 1.037 -3.287
C 1.155 1.796 -3.684
C 0.138 0.907 -4.218
H 1.037 2.864 -3.564
C 0.609 -0.414 -4.155
C 1.966 -0.374 -3.533
H 2.623 -1.234 -3.359
H 3.167 1.386 -2.800
H -0.848 1.205 -4.547
H 0.083 -1.328 -4.405
Cl 1.895 -0.475 5.817
C 1.177 -1.301 4.452
Cl 2.324 -2.499 3.780
Cl -0.388 -2.076 4.942
C 0.898 -0.210 3.295
O 0.724 0.967 3.638
O 0.829 -0.732 2.115
```

Mulliken population analysis, charges in e, atoms 1 to 5:
1 C -0.6066
2 C -0.5634
3 C -0.2626
4 H 0.3060
5 C -0.4325

Record 5
Here is the molecule C12H10BrN3 from OMol25. Energies are from ωB97M-V with the def2-TZVPD basis set.

Computed properties:
HOMO-LUMO gap: 7.734 eV
E_HOMO: -8.2410 eV
molecular weight: 276.14 g mol⁻¹
energy relative to the best compared isomer or geometry (same formula, charge and spin): 6.1 kcal per mole
total charge: 0
structure (SMILES): Nc1ncc(Br)c(/C=C/c2ccccc2)n1

```
26
C12H10BrN3 (ωB97M-V with the def2-TZVPD basis set)
N -1.718 -1.274 4.123
C -1.445 -1.850 2.965
N -1.558 -3.149 2.873
C -1.340 -3.721 1.694
C -0.785 -2.978 0.674
Br -0.493 -3.772 -1.030
C -0.527 -1.623 0.954
C -0.025 -0.823 -0.124
C 0.417 0.488 0.057
C 0.829 1.382 -1.038
C 1.056 2.756 -0.766
C 1.341 3.665 -1.778
C 1.353 3.231 -3.108
C 1.075 1.888 -3.414
C 0.863 0.952 -2.391
N -0.797 -1.067 2.134
H -1.696 -1.938 4.862
H -1.127 -0.449 4.225
H -1.610 -4.771 1.540
H -0.045 -1.191 -1.151
H 0.362 0.954 1.019
H 1.018 3.145 0.246
H 1.566 4.683 -1.521
H 1.586 3.939 -3.897
H 1.092 1.576 -4.458
H 0.610 -0.052 -2.690
```

Mulliken population analysis, charges in e, atoms 1 to 5:
1 N -0.5035
2 C 0.4668
3 N -0.6119
4 C -0.0760
5 C -0.4178

Record 6
Here is a cluster of 5 separate species, C12H10Cl12F10Si in total from OMol25. Energies are from ωB97M-V with the def2-TZVPD basis set.

Computed properties:
HOMO-LUMO gap: 10.534 eV
E_HOMO: -10.1479 eV
molecular weight: 797.71 g mol⁻¹
total charge: 0
structure (SMILES): C#CC[Si](C)(C(F)(F)C(F)(F)F)C(F)(F)C(F)(F)F.ClC(Cl)Cl.ClC(Cl)Cl.ClC(Cl)Cl.ClC(Cl)Cl

```
45
C12H10Cl12F10Si (ωB97M-V with the def2-TZVPD basis set)
C -2.861 1.334 1.025
C -1.680 1.522 1.164
C -0.239 1.743 1.126
Si 0.738 0.204 0.684
C 0.145 -1.368 1.456
C 0.760 0.042 -1.246
F 1.558 -1.017 -1.586
F 1.296 1.190 -1.763
C -0.619 -0.191 -1.937
F -1.501 -0.704 -1.078
F -0.505 -1.045 -2.958
F -1.105 0.954 -2.403
C 2.565 0.543 1.252
F 3.405 -0.327 0.613
F 2.906 1.807 0.851
C 2.805 0.431 2.778
F 1.653 0.666 3.437
F 3.696 1.307 3.220
F 3.191 -0.803 3.089
H -3.873 0.999 0.938
H 0.083 2.149 2.092
H 0.001 2.522 0.393
H 0.264 -1.382 2.539
H -0.897 -1.582 1.223
H 0.739 -2.197 1.056
Cl 6.384 -0.440 -4.209
C 4.845 -1.261 -3.934
Cl 3.645 -0.163 -3.257
Cl 4.257 -2.001 -5.422
H 5.009 -2.048 -3.211
Cl 0.469 -4.566 -1.926
C 1.467 -3.757 -3.135
Cl 3.171 -4.171 -2.921
Cl 0.927 -4.150 -4.765
H 1.363 -2.692 -2.994
Cl -0.392 4.645 4.399
C -1.960 5.081 3.709
Cl -2.410 3.920 2.454
Cl -3.196 5.165 4.965
H -1.867 6.063 3.265
Cl -7.676 -0.587 -1.147
C -6.928 -1.289 0.283
Cl -6.408 -2.943 -0.020
Cl -5.562 -0.299 0.825
H -7.661 -1.304 1.078
```

Mulliken population analysis, charges in e, atoms 1 to 5:
1 C 0.5689
2 C -0.6111
3 C -0.3471
4 Si -0.5177
5 C -1.2222

Record 7
Here is a structure of composition C12H10ClHfN3 from OMol25. Energies are from ωB97M-V with the def2-TZVPD basis set.

Computed properties:
HOMO-LUMO gap: 5.404 eV
E_HOMO: -7.0208 eV
molecular weight: 410.18 g mol⁻¹
total charge: 0

```
27
C12H10ClHfN3 (ωB97M-V with the def2-TZVPD basis set)
C -2.767 -1.055 -0.334
C -2.244 -1.239 -1.694
C -1.526 -0.026 -2.043
H -2.552 -2.006 -2.418
C -1.826 0.962 -1.052
C -2.447 0.299 0.050
H -2.836 0.842 0.924
H -3.319 -1.794 0.261
H -1.129 0.243 -3.027
H -1.754 2.049 -1.207
Hf -0.675 -1.535 -0.017
Cl -0.598 -3.767 0.129
C 3.227 0.456 0.009
C 2.569 1.649 -0.433
C 1.817 1.331 -1.603
H 2.620 2.622 0.061
C 1.933 -0.090 -1.821
C 2.860 -0.598 -0.880
H 3.216 -1.612 -0.865
H 3.912 0.397 0.854
H 1.195 1.986 -2.185
H 1.362 -0.669 -2.566
N -0.644 -0.848 1.900
C -0.488 -0.249 2.934
N -0.169 0.031 4.099
C 0.033 0.956 5.004
N 0.231 1.665 5.922
```

Mulliken population analysis, charges in e, atoms 1 to 5:
1 C -0.7747
2 C -0.5159
3 C -0.6029
4 H 0.5171
5 C 0.1740

Record 8
Here is a structure of composition C12H10CsN3O5S5 from OMol25. Energies are from ωB97M-V with the def2-TZVPD basis set.

Computed properties:
HOMO-LUMO gap: 6.267 eV
E_HOMO: -2.5210 eV
molecular weight: 569.47 g mol⁻¹
energy relative to the best compared isomer or geometry (same formula, charge and spin): 19.1 kcal per mole
total charge: -2

```
36
C12H10CsN3O5S5 (ωB97M-V with the def2-TZVPD basis set)
Cs -0.071 1.555 1.484
O 0.904 -2.535 3.193
C 0.702 -1.307 3.171
O 1.354 -0.408 2.578
C -0.529 -0.823 3.963
C -1.085 -1.577 4.988
C -2.226 -1.098 5.617
C -2.772 0.114 5.215
C -2.145 0.813 4.194
N -1.055 0.342 3.587
C -2.641 2.196 3.729
O -3.353 2.815 4.541
O -2.250 2.547 2.585
H -0.621 -2.515 5.259
H -2.687 -1.668 6.416
H -3.657 0.535 5.671
C -1.239 -2.299 -2.097
S -1.967 -2.291 -3.767
C -0.586 -1.874 -4.751
C -0.175 -0.594 -4.999
S -0.861 0.872 -4.498
S 1.297 -0.556 -6.004
C 1.546 -2.249 -6.235
S 2.786 -2.886 -7.132
S 0.353 -3.186 -5.440
H -2.071 -2.427 -1.406
H -0.718 -1.371 -1.869
H -0.549 -3.134 -2.004
N 4.011 3.517 -1.743
C 2.695 3.070 -1.647
N 2.333 2.166 -2.588
O 1.958 3.481 -0.766
H 4.664 2.952 -2.259
H 4.366 3.907 -0.889
H 2.931 1.967 -3.369
H 1.356 1.945 -2.728
```

Mulliken population analysis, charges in e, atoms 1 to 5:
1 Cs 0.9904
2 O -0.7410
3 C 0.2110
4 O -0.7644
5 C 0.3234

no.,E_tot (eV)
1,-84060.928
2,-20519.335
3,-86094.488
4,-155629.992
5,-87118.679
6,-197926.675
7,-30902.948
8,-82043.442